Molecular formula: C5H8N2
Method: DFT, wB97M-V/def2-TZVPD

Output
* HOMO-LUMO gap: 11.06 eV
* E_LUMO: 0.90 eV
* relative energy (zero: lowest compared OMol25 entry of this formula, charge and spin): 35.1 kcal/mol

Each line ends with the Mulliken charge.
Cartesian coordinates (Å):
C1 -0.5978 1.3003 -0.0321  -1.336
C2 -0.2247 -0.1854 -0.1053  1.095
C3 -1.3293 -1.0324 0.5115  -1.363
N1 0.5040 -0.9394 -1.1397  -0.679
C4 1.2026 -0.5319 0.0771  -0.112
C5 2.1857 0.5265 -0.0260  0.034
N2 2.9558 1.3838 -0.1320  -0.466
H1 -0.6332 1.3964 1.0487  0.360
H2 -1.5813 1.5406 -0.4903  0.317
H3 0.1510 2.0220 -0.3919  0.404
H4 -2.0970 -1.1035 -0.2625  0.306
H5 -0.9681 -2.0397 0.7146  0.381
H6 -1.8111 -0.6384 1.4156  0.361
H7 0.7706 -0.3640 -1.9322  0.311
H8 1.4729 -1.3350 0.7446  0.388